Entry 1:
Below is one molecule with the formula C7H13NO3, with properties calculated with ωB97M-V/def2-TZVPD.

The highest occupied orbital energy comes out at -9.76 eV. As for the SMILES: CN1C(=O)OC(C)(C)[C@@]1(C)O. As for the spin multiplicity: 1. For the strongest force on any atom, the calculation gives 0.0524 hartree/bohr. The lowest unoccupied orbital energy is 0.6406 eV. The value obtained for the HOMO-LUMO gap is 10.400 eV. Its molecular weight is 159.18 g/mol. The value obtained for the energy above the lowest of the compared OMol25 structures with the same formula, charge and spin is 0.00 kJ/mol.

Last column: natural (NBO) charge in e.
Positions of all 24 atoms, in Å:
1 C -2.2045 -0.7215 1.3763  -0.416
2 N -1.0591 -0.0128 0.8611  -0.500
3 C -0.6319 1.1588 1.4222  0.889
4 O -1.1959 1.7724 2.2837  -0.617
5 O 0.5336 1.5516 0.8646  -0.511
6 C 0.8976 0.7291 -0.2419  0.260
7 C 2.3772 0.3975 -0.2073  -0.635
8 C 0.4764 1.4200 -1.5293  -0.643
9 C -0.0547 -0.6570 0.0568  0.416
10 C -0.5835 -1.3311 -1.1928  -0.647
11 O 0.6579 -1.6208 0.7723  -0.720
12 H -1.8989 -1.6670 1.8276  0.202
13 H -2.6691 -0.0873 2.1293  0.246
14 H -2.9146 -0.9153 0.5712  0.196
15 H 2.6989 0.1628 0.8039  0.218
16 H 2.9550 1.2476 -0.5598  0.221
17 H 2.5731 -0.4605 -0.8458  0.226
18 H 0.9856 2.3790 -1.5936  0.225
19 H -0.5950 1.6058 -1.5215  0.220
20 H 0.7378 0.8210 -2.3952  0.217
21 H -1.3131 -0.7108 -1.7003  0.223
22 H -1.0435 -2.2716 -0.8993  0.230
23 H 0.2443 -1.5528 -1.8588  0.224
24 H 1.0261 -1.2370 1.5767  0.476

Cartesian forces (eV/Å) of the 6 atoms listed first:
C -0.1 0.0 0.0
N 0.3 -0.1 -0.3
C -0.4 -0.2 0.0
O 0.0 0.3 0.2
O 0.3 0.3 0.1
C -1.3 -2.2 -0.1

=====

Entry 2:
Below is C7H13NO3S as an isolated structure, with properties calculated with ωB97M-V/def2-TZVPD.

The highest occupied orbital energy comes out at -8.19 eV. As for the spin multiplicity: 1. For the strongest force on any atom, the calculation gives 0.1565 hartree/bohr. The lowest unoccupied orbital energy is 0.1608 eV. The value obtained for the HOMO-LUMO gap is 8.352 eV. Its molecular weight is 191.25 g/mol. The value obtained for the energy above the lowest of the compared OMol25 structures with the same formula, charge and spin is 631.52 kJ/mol.

Last column: natural (NBO) charge in e.
Positions of all 25 atoms, in Å:
1 C -1.5308 -0.8819 0.7695  0.067
2 C -0.0734 -0.8644 0.9628  -0.277
3 C 1.9330 0.5712 1.5175  -0.203
4 C 2.7451 -0.2313 0.3750  -0.633
5 C 0.6404 0.9908 -0.2499  -0.045
6 C -0.7466 0.7331 -0.9433  -0.002
7 C -1.8102 0.3789 -0.0943  0.035
8 H -3.0982 -1.4097 2.1449  0.465
9 H -1.9362 -1.7762 0.2525  0.203
10 H 0.0506 -1.1561 2.0068  0.230
11 H 0.5185 -1.5183 0.2453  0.233
12 H 1.8881 0.2489 2.5420  0.217
13 H 2.2813 1.6928 1.4584  0.194
14 H 3.7654 0.1258 0.3830  0.229
15 H 2.6688 -1.3389 0.9293  0.196
16 H 0.9893 2.1314 -0.1712  0.220
17 H -0.5859 1.7250 -1.4876  0.214
18 H -1.7990 -0.4934 -2.2698  0.485
19 H -2.0003 1.1793 0.7283  0.196
20 H -3.0196 0.8253 -1.6759  0.483
21 N 0.6115 0.5060 1.0326  -0.452
22 O -2.0013 -0.7334 2.0461  -0.691
23 O -0.8108 -0.4208 -1.9451  -0.758
24 O -2.8760 0.1826 -0.9496  -0.731
25 S 2.1598 -0.0115 -1.2219  0.127

Cartesian forces (eV/Å) of the 6 atoms listed first:
C -0.2 1.0 -2.4
C 4.1 -0.6 1.2
C 0.9 1.7 -1.7
C 1.4 -2.6 4.9
C -0.2 0.8 -1.1
C 5.1 0.9 -4.3

=====

Entry 3:
Below is a 2-piece molecular cluster, C7H13NOS overall, with properties calculated with ωB97M-V/def2-TZVPD.

The highest occupied orbital energy (alpha / beta) comes out at -7.64 / -7.61 eV. As for the spin multiplicity: 1. For the strongest force on any atom, the calculation gives 0.0712 hartree/bohr. The lowest unoccupied orbital energy (alpha / beta) is -0.0899 / -0.0552 eV. The value obtained for the HOMO-LUMO gap (alpha / beta) is 7.554 / 7.556 eV. Its molecular weight is 159.25 g/mol. The value obtained for the energy above the lowest of the compared OMol25 structures with the same formula, charge and spin is 753.82 kJ/mol.

Last column: natural (NBO) charge in e.
Positions of all 23 atoms, in Å:
1 C -1.5908 0.4623 0.1861  -0.134
2 C 1.1390 -2.9082 0.7076  -0.423
3 C 1.1877 -1.3616 0.6270  -0.422
4 C 0.1789 -2.0491 1.3454  -0.322
5 C 0.3571 2.4089 -3.1578  -0.645
6 C -1.5543 -1.6064 3.7051  -0.730
7 C 0.7015 2.3857 -1.6227  -0.080
8 N -0.6077 0.7547 -0.5813  -0.132
9 O -0.5174 2.1116 -0.9105  -0.410
10 S -1.1938 -2.3328 2.2350  0.601
11 H -2.2771 1.1403 0.6441  0.182
12 H 0.7798 -3.4406 -0.0949  0.210
13 H 1.9744 -3.3304 1.1931  0.215
14 H 1.9917 -0.7663 1.1915  0.211
15 H 0.9675 -0.8433 -0.2373  0.246
16 H -0.4769 1.6521 -3.2311  0.220
17 H 0.0435 3.3876 -3.5441  0.213
18 H 1.3153 1.9975 -3.6430  0.210
19 H -1.7414 -0.5574 0.2312  0.194
20 H -0.7774 -0.8877 4.0366  0.205
21 H -2.5708 -1.3217 3.7986  0.208
22 H 1.1786 3.4791 -1.5124  0.190
23 H 1.4925 1.6259 -1.3664  0.192

Cartesian forces (eV/Å) of the 6 atoms listed first:
C 1.3 1.7 -1.5
C 0.4 1.7 0.0
C 2.7 0.7 2.3
C -2.0 -0.1 2.2
C 0.9 -2.3 0.8
C 2.3 1.6 -0.9

=====

Entry 4:
Below is a 2-piece molecular cluster, C7H13NOSe overall, with properties calculated with ωB97M-V/def2-TZVPD.

The highest occupied orbital energy comes out at -6.98 eV. As for the spin multiplicity: 1. For the strongest force on any atom, the calculation gives 0.0746 hartree/bohr. The lowest unoccupied orbital energy is 0.4757 eV. The value obtained for the HOMO-LUMO gap is 7.454 eV. Its molecular weight is 206.15 g/mol. The value obtained for the energy above the lowest of the compared OMol25 structures with the same formula, charge and spin is 0.00 kJ/mol.

Last column: natural (NBO) charge in e.
Positions of all 23 atoms, in Å:
1 C 0.5816 -1.4330 3.3489  -0.390
2 C 0.9172 -1.3070 2.0598  -0.211
3 C -0.6943 -0.9525 -1.3865  0.662
4 C -1.6020 -2.0340 -0.6946  -0.741
5 C 1.2968 -0.0174 1.3715  -0.516
6 C -0.7254 1.1591 -2.4290  -0.157
7 C 0.4376 2.1956 -0.5210  -0.827
8 N -1.3879 0.1261 -1.9074  -0.606
9 O 0.4868 -1.1468 -1.6584  -0.636
10 Se -0.3287 1.1865 0.7062  0.369
11 H 0.4640 -2.5639 3.5951  0.200
12 H 0.7715 -0.7554 4.1574  0.201
13 H 0.6587 -2.2962 1.4968  0.210
14 H -0.9418 -2.6068 0.1044  0.235
15 H -2.2190 -1.5409 0.0492  0.235
16 H -1.9135 -2.8188 -1.3981  0.247
17 H 1.8034 0.5693 2.0320  0.207
18 H 1.8240 -0.1026 0.4001  0.244
19 H 0.1594 0.8836 -2.8543  0.216
20 H -1.3016 2.0580 -2.6426  0.212
21 H 1.4335 1.8929 -0.7437  0.212
22 H 0.4380 3.2791 -0.6822  0.229
23 H -2.3224 0.2089 -1.5584  0.405

Cartesian forces (eV/Å) of the 6 atoms listed first:
C 1.2 -3.2 -0.3
C -1.7 -0.9 -1.1
C 0.3 -2.0 -0.1
C 3.3 -0.3 1.9
C -2.0 -1.2 -2.6
C -0.9 2.7 1.9

=====

Entry 5:
Below is an isolated ion of composition C7H13NP and charge +1, with properties calculated with ωB97M-V/def2-TZVPD.

The highest occupied orbital energy comes out at -13.41 eV. As for the SMILES: C=[N+](C)[C@@H](P)[C@H]1C=CC1. As for the spin multiplicity: 1. For the strongest force on any atom, the calculation gives 0.1028 hartree/bohr. The charge is +1. The lowest unoccupied orbital energy is -4.7103 eV. The value obtained for the HOMO-LUMO gap is 8.700 eV. Its molecular weight is 142.16 g/mol. The value obtained for the energy above the lowest of the compared OMol25 structures with the same formula, charge and spin is 199.96 kJ/mol.

Last column: natural (NBO) charge in e.
Positions of all 22 atoms, in Å:
1 C 2.1289 0.4367 -1.2903  0.092
2 N 1.3488 0.3274 -0.2816  -0.237
3 C 1.7666 0.7830 1.0201  -0.451
4 C 0.0180 -0.6450 -0.4140  -0.209
5 P 0.5651 -2.4140 0.0311  0.427
6 C -1.0261 0.0397 0.4255  -0.314
7 C -1.6594 1.2704 -0.2439  -0.212
8 C -2.8494 0.7599 -0.3929  -0.138
9 C -2.3938 -0.6369 0.1521  -0.393
10 H 2.0108 0.0265 -2.2176  0.219
11 H 3.1835 0.8644 -1.0427  0.217
12 H 1.7609 1.9310 0.9289  0.253
13 H 2.7086 0.3930 1.2424  0.241
14 H 0.9293 0.5906 1.7668  0.249
15 H -0.1461 -0.6512 -1.4660  0.224
16 H 1.7572 -2.0955 -0.3581  -0.055
17 H 0.8085 -2.0761 1.3371  -0.030
18 H -0.7256 0.0148 1.4119  0.215
19 H -1.1683 2.2865 -0.4633  0.219
20 H -3.7756 1.2459 -0.7610  0.241
21 H -2.9127 -0.9406 1.0177  0.226
22 H -2.3290 -1.5108 -0.4019  0.216

Cartesian forces (eV/Å) of the 6 atoms listed first:
C 2.8 1.7 4.2
N -1.0 -2.3 -2.4
C -3.0 3.1 0.6
C 2.3 1.1 1.2
P -3.5 -0.1 0.2
C -1.1 -0.6 -3.6

=====

Entry 6:
Below is an isolated ion of composition C7H13NPS and charge +1, with properties calculated with ωB97M-V/def2-TZVPD.

The highest occupied orbital energy (alpha / beta) comes out at -9.78 / -12.36 eV. As for the spin multiplicity: 3. As for the expectation value of S²: 2.01. For the strongest force on any atom, the calculation gives 0.0769 hartree/bohr. The charge is +1. The lowest unoccupied orbital energy (alpha / beta) is -3.7413 / -6.2890 eV. The value obtained for the HOMO-LUMO gap (alpha / beta) is 6.042 / 6.075 eV. Its molecular weight is 174.23 g/mol. The value obtained for the energy above the lowest of the compared OMol25 structures with the same formula, charge and spin is 93.10 kJ/mol.

Last column: natural (NBO) charge in e.
Positions of all 23 atoms, in Å:
1 C -1.1541 -1.4557 -1.3617  0.062
2 C -0.6170 -0.9610 -0.2852  -0.223
3 C 1.0377 1.4177 0.5211  -0.838
4 C -0.4518 -1.6014 1.0306  -0.665
5 C 1.0018 2.8818 0.5828  -0.665
6 C -3.1866 -1.8928 -2.5473  -0.648
7 C -1.7319 -2.1440 -2.3850  -0.167
8 N 3.2164 1.4203 2.0728  -1.026
9 P 2.0726 0.2271 1.0642  0.862
10 S -0.3946 0.9115 -0.3444  0.583
11 H 0.5379 -2.0301 1.1480  0.237
12 H -1.1463 -2.5449 1.1060  0.255
13 H -0.7584 -0.8759 1.7090  0.226
14 H 1.9578 3.4726 0.4568  0.217
15 H 0.6012 3.3063 1.4978  0.224
16 H 0.3356 3.3125 -0.0994  0.250
17 H -3.6417 -2.8867 -2.4422  0.239
18 H -3.4993 -1.0566 -1.8665  0.229
19 H -3.5584 -1.6970 -3.5102  0.242
20 H -1.1602 -2.7345 -3.1046  0.250
21 H 3.7713 2.0774 1.4365  0.445
22 H 4.0151 0.8009 2.4945  0.458
23 H 2.7530 2.0521 2.8263  0.453

Cartesian forces (eV/Å) of the 6 atoms listed first:
C -0.4 -2.1 -2.7
C -0.1 1.7 -0.8
C -3.3 1.4 -1.7
C -1.3 -3.4 -0.9
C 2.0 1.8 1.2
C -0.4 -0.7 1.2